Run a
This record from the OMol25 dataset describes the molecule C3H6N4S. The level of theory is wB97M-V/def2-TZVPD.

Last column: natural (NBO) charge in e.
Geometry (Å):
S (-0.34301, -2.94786, 1.65975)  -0.129
N (0.98474, 0.51257, 0.85364)  -0.267
N (-1.63785, -1.02312, -0.98250)  -0.657
N (0.65977, -0.61069, 1.66960)  -0.421
N (-0.07987, 0.54322, -0.06635)  -0.291
C (-0.17875, -1.42239, 1.02218)  0.047
C (0.15816, 1.25696, -1.26850)  -0.394
C (-0.73003, -0.63476, -0.21668)  0.371
H (1.37983, -0.94000, 2.27895)  0.425
H (-1.87591, -0.41164, -1.79777)  0.351
H (0.93277, 2.17851, -0.97122)  0.210
H (0.90973, 1.26583, 1.41411)  0.348
H (0.61588, 0.66810, -1.95990)  0.193
H (-0.79546, 1.56527, -1.63531)  0.213

HOMO energy ... -0.3071 Ha
SMILES string ... [H]/N=c1/c(=S)[nH][nH]n1C

Run b
This record from the OMol25 dataset describes the molecule C3H6N4S. The level of theory is wB97M-V/def2-TZVPD.

Last column: natural (NBO) charge in e.
Geometry (Å):
S (1.96732, 0.98995, -0.33238)  0.397
N (0.35875, 0.51012, -0.17177)  -0.372
N (-0.45932, 1.26152, 0.89079)  0.049
N (-0.34596, 0.21434, -1.28488)  -0.221
N (-1.61577, 1.02334, 1.01249)  -0.116
C (2.80368, -0.60298, 0.35462)  -0.690
C (-2.23696, -0.02958, 0.23542)  -0.375
C (-1.58111, -0.06793, -1.16701)  -0.002
H (2.17207, -1.46784, 0.09511)  0.223
H (3.78919, -0.75733, -0.00327)  0.223
H (-3.21966, 0.37042, 0.14865)  0.226
H (2.70971, -0.44493, 1.36239)  0.209
H (-2.33641, -0.82155, 0.97421)  0.240
H (-2.00552, -0.17757, -2.11437)  0.209

HOMO energy ... -0.3280 Ha
SMILES string ... CSN1N=CCN=N1

run a wins, 89.4 kJ/mol ahead of the next structure.

Run a
This record from the OMol25 dataset describes a structure of composition C7H14O2. The level of theory is wB97M-V/def2-TZVPD.

Last column: natural (NBO) charge in e.
Geometry (Å):
O (-0.80017, 2.06464, -0.68719)  -0.562
O (-2.40012, -0.06082, -0.62604)  -0.951
C (0.25679, -0.73332, 0.88614)  -0.423
C (-0.51520, 0.54306, 1.28229)  -0.337
C (-0.75196, 1.02073, -0.13820)  0.743
C (0.05032, -1.87528, -1.39299)  -0.628
C (0.25478, -0.54963, -0.65047)  -0.217
C (0.22739, 1.57593, 2.12502)  -0.603
C (1.52846, 0.11010, -1.17307)  -0.618
H (0.88459, -2.55815, -1.19872)  0.218
H (1.81145, 0.99465, -0.60319)  0.210
H (-1.48195, 0.31788, 1.73544)  0.250
H (-0.01216, -1.71104, -2.47059)  0.214
H (1.25664, -0.76559, 1.32579)  0.210
H (-0.35109, 2.49561, 2.21312)  0.223
H (-0.26857, -1.63607, 1.19602)  0.217
H (-1.34256, -0.30447, -1.03525)  0.506
H (2.38092, -0.57348, -1.11203)  0.204
H (1.19522, 1.82080, 1.68685)  0.208
H (-0.87974, -2.35237, -1.08265)  0.219
H (1.40096, 0.40956, -2.21467)  0.218
H (0.38992, 1.17848, 3.12749)  0.217
H (-2.83393, 0.58876, -1.19311)  0.481

HOMO energy ... -0.3156 Ha

Run b
This record from the OMol25 dataset describes a cluster of 2 separate species, C7H14O2 in total. The level of theory is wB97M-V/def2-TZVPD.

Last column: natural (NBO) charge in e.
Geometry (Å):
O (-0.21727, 1.76867, -0.38503)  -0.718
O (0.73654, -0.68369, -0.49294)  -0.696
C (2.02916, 1.49941, -1.09635)  -0.684
C (-1.16182, -2.18399, 0.86923)  -0.688
C (1.30040, 1.01758, 1.31785)  -0.690
C (0.90868, 1.23340, -0.12657)  0.679
C (-2.10251, 0.05975, 0.16848)  -0.797
C (-0.36803, -1.04841, -1.26545)  -0.145
C (-1.29119, -1.05924, -0.09331)  0.414
H (1.64488, 1.46815, -2.11451)  0.228
H (1.63238, 1.97786, 1.72501)  0.221
H (-0.20115, -2.68509, 0.77222)  0.249
H (-0.65486, -0.29929, -2.01567)  0.176
H (-2.67324, 0.05564, 1.09280)  0.224
H (2.43166, 2.50008, -0.90806)  0.222
H (-1.30888, -1.85969, 1.90091)  0.228
H (-2.64418, 0.44753, -0.69654)  0.263
H (-1.23841, 0.97821, 0.13488)  0.424
H (-0.23335, -2.02126, -1.75358)  0.175
H (2.82464, 0.76474, -0.97892)  0.226
H (2.10586, 0.29204, 1.41030)  0.228
H (-1.96007, -2.90281, 0.63985)  0.244
H (0.44078, 0.68040, 1.89539)  0.217

HOMO energy (alpha / beta) ... -0.3213 / -0.3213 Ha

Run c
This record from the OMol25 dataset describes the molecule C7H14O2. The level of theory is wB97M-V/def2-TZVPD.

Last column: natural (NBO) charge in e.
Geometry (Å):
O (2.11994, 1.46814, 2.05056)  -0.544
O (-1.33536, -1.75804, -0.76292)  -0.738
C (1.35712, -1.09431, -0.70591)  -0.632
C (-1.15102, -0.36516, -0.67231)  0.132
C (0.44885, 0.01937, -0.16711)  -0.007
C (1.70932, 0.35131, 1.70613)  0.437
C (0.77369, 1.36144, -0.83350)  -0.634
C (0.26318, 0.06214, 1.37972)  -0.524
C (-2.30100, 0.25878, 0.09862)  -0.655
H (-2.45995, -0.25513, 1.05304)  0.214
H (1.82967, 1.62177, -0.70702)  0.224
H (-1.15692, 0.00953, -1.69955)  0.144
H (2.41405, -0.82057, -0.62342)  0.209
H (-0.04566, -0.90046, 1.79241)  0.234
H (-2.15116, 1.32580, 0.27197)  0.219
H (0.61011, 1.32096, -1.91713)  0.216
H (1.17305, -1.28919, -1.76867)  0.227
H (1.21458, -2.02877, -0.15265)  0.224
H (2.33438, -0.54694, 1.84448)  0.121
H (-0.33916, 0.91196, 1.70994)  0.235
H (-2.25092, -1.95130, -1.02743)  0.472
H (0.17828, 2.17507, -0.40957)  0.217
H (-3.23506, 0.12364, -0.45968)  0.211

HOMO energy ... -0.3404 Ha
SMILES string ... C[C@H](O)C(C)(C)CC=O

Run d
This record from the OMol25 dataset describes a cluster of 2 separate species, C7H14O2 in total. The level of theory is wB97M-V/def2-TZVPD.

Last column: natural (NBO) charge in e.
Geometry (Å):
O (-3.36218, -2.04870, 0.23404)  -0.946
O (2.82490, -0.54118, 0.24117)  -0.521
C (-0.32392, 0.44368, 0.01673)  -0.010
C (1.69485, 1.37894, 1.13087)  -0.510
C (-1.12322, -0.97430, -1.92766)  -0.667
C (2.66575, 0.64909, 0.24932)  0.443
C (-1.06291, 1.57984, -0.57227)  -0.672
C (-0.49738, -0.77038, -0.53684)  -0.181
C (0.40172, 0.59179, 1.31783)  -0.429
H (-2.79766, -1.33701, -0.08221)  0.476
H (-2.14773, 1.52221, -0.41980)  0.228
H (-1.29932, -2.04401, -2.01834)  0.224
H (-0.20393, 1.13027, 2.06212)  0.211
H (-2.06448, -0.42871, -1.96109)  0.210
H (-0.78061, 1.80525, -1.59977)  0.226
H (1.41567, 2.29784, 0.59201)  0.215
H (3.39837, 1.24700, -0.32657)  0.104
H (-0.09580, -1.71423, -0.18862)  0.210
H (-0.36225, -0.69454, -2.65432)  0.227
H (0.50934, -0.39401, 1.76734)  0.230
H (2.27323, 1.76115, 1.97580)  0.245
H (-0.91942, 2.52630, -0.02193)  0.214
H (-3.05032, -2.30574, 1.12764)  0.473

HOMO energy ... -0.3366 Ha
SMILES string ... C/C=C(\C)CCC=O.O

run c wins, 18.1 kJ/mol ahead of the next structure.

Run a
This record from the OMol25 dataset describes a cluster of 2 separate species, C3H4BrNO2 in total. The level of theory is wB97M-V/def2-TZVPD.

Last column: natural (NBO) charge in e.
Geometry (Å):
Br (2.52536, -0.98386, -0.14729)  0.161
O (3.35998, 1.62817, 0.52340)  -0.359
O (1.50673, 2.72350, 0.41810)  -0.378
N (2.16173, 1.70322, 0.42218)  0.461
C (0.04244, 0.49605, -0.08413)  -0.327
C (-0.65070, -0.55734, -0.51695)  -0.285
C (1.42452, 0.46062, 0.29030)  -0.042
H (1.44314, 0.31602, 2.36031)  0.095
H (-0.21497, -1.54001, -0.59633)  0.205
H (-1.68035, -0.46033, -0.81045)  0.209
H (-0.41465, 1.47338, -0.00543)  0.259

HOMO energy (alpha / beta) ... -0.3831 / -0.3427 Ha

Run b
This record from the OMol25 dataset describes the molecule C3H4BrNO2. The level of theory is wB97M-V/def2-TZVPD.

Last column: natural (NBO) charge in e.
Geometry (Å):
Br (2.64995, -0.21501, 0.42379)  0.055
O (-2.18373, 0.07483, 1.15630)  -0.329
O (-1.58603, -1.66621, 0.04112)  -0.394
N (-1.45423, -0.50597, 0.43122)  0.505
C (-0.07081, 1.49658, -0.24131)  -0.357
C (1.03731, -0.88434, -0.26643)  -0.507
C (-0.22288, 0.20396, 0.04563)  0.068
H (0.99957, -0.86408, -1.36646)  0.243
H (-0.85848, 2.33655, -0.12870)  0.240
H (0.92825, 1.83765, -0.33437)  0.225
H (0.76108, -1.81396, 0.23920)  0.252

HOMO energy ... -0.3899 Ha
SMILES string ... C=C(CBr)[N+](=O)[O-]

run b wins, 279.4 kJ/mol ahead of the next structure.